ORCA calculation (ωB97M-V/def2-TZVPD) on the molecule C3H5NO at a distorted geometry.

XYZ file:
```
10
C3H5NO (ωB97M-V/def2-TZVPD)
C -0.70 -0.28 0.00
C -2.13 -0.50 0.04
C 1.54 0.39 -0.07
N -1.55 0.86 -0.15
O 0.49 -0.69 0.02
H -2.36 -1.13 -0.94
H -2.77 -0.89 0.91
H 2.41 -0.21 0.10
H 1.20 1.11 0.59
H 1.39 0.76 -1.08
```

The calculation puts the HOMO energy at -8.82 eV. Its multiplicity is 1. Its energy relative to the best compared isomer or geometry (same formula, charge and spin) is 376.7 kJ/mol. The value obtained for the molar mass is 71.1 Da. The value obtained for the frontier orbital gap is 9.7 eV. Its SMILES is COC1=NC1. The calculation puts the LUMO energy at 0.86 eV. As for the net charge: 0.



ORCA calculation (ωB97M-V/def2-TZVPD) on the molecule C3H5NO at a distorted geometry.

XYZ file:
```
10
C3H5NO (ωB97M-V/def2-TZVPD)
C -1.00 0.82 0.15
C 0.63 0.36 0.11
C 0.98 -1.05 -0.22
N -2.05 0.79 0.79
O -0.23 1.08 -0.88
H 1.31 1.02 0.61
H 1.86 -1.11 -0.86
H 0.16 -1.54 -0.74
H 1.19 -1.60 0.70
H -2.86 1.22 0.35
```

The calculation puts the HOMO energy at -9.08 eV. Its multiplicity is 1. Its energy relative to the best compared isomer or geometry (same formula, charge and spin) is 244.6 kJ/mol. The value obtained for the molar mass is 71.1 Da. The value obtained for the frontier orbital gap is 10.1 eV. Its SMILES is [H]/N=C1\O[C@@H]1C. The calculation puts the LUMO energy at 1.00 eV. As for the net charge: 0.